C22H39FLiO18 as an isolated structure in a non-equilibrium geometry. Source: the Open Molecules 2025 dataset; level of theory: ωB97M-V with the def2-TZVPD basis set.

For the orbital gap, the calculation gives 0.414 Eh. The molar mass is 617.5 g/mol. For the LUMO energy, the calculation gives -1.588 eV. Its energy is -2323.24450 a.u. The value obtained for the energy relative to the best compared isomer or geometry (same formula, charge and spin) is 439.75 kJ/mol. The value obtained for the highest occupied orbital energy is -0.47261 Eh. As for the net charge: +1.

```
81
Properties=species:S:1:pos:R:3:forces:R:3:lowdin_charge:R:1
C -8.67795 0.95984 14.52731 -0.3 2.3 3.6 -0.510
C -5.87021 5.84720 21.02850 2.0 0.2 1.0 -0.133
H -6.18331 1.96969 12.15793 0.1 -0.1 0.1 0.078
H -4.53220 2.45846 12.60101 0.2 0.6 -1.1 0.078
O -9.54489 3.94491 11.99347 1.0 -0.3 0.9 -0.005
C -8.33767 4.10067 12.66185 -2.1 1.1 4.2 -0.474
H -5.68766 4.76225 13.16670 -0.9 0.6 -0.2 0.095
C -5.76638 2.04673 18.20451 -1.7 0.6 -0.5 -0.035
H -2.58744 4.53367 13.82686 -0.7 -0.5 0.2 0.074
H -5.60385 2.50083 13.77378 -1.1 0.1 0.2 0.063
H -10.61383 3.36505 10.17659 -0.3 0.1 1.2 0.097
C -10.26347 7.45302 18.17745 -1.6 -1.4 0.9 -0.052
H -6.45106 1.64313 17.45857 -0.2 -0.6 0.4 0.092
O -4.71438 2.61304 17.45617 1.2 1.4 -1.3 -0.004
C -6.55751 7.47385 14.31846 0.2 0.8 -0.2 -0.071
O -3.83779 4.14273 16.15692 -0.8 -0.5 -0.1 0.040
H -9.72591 1.28589 17.76554 0.2 0.8 -1.8 0.115
C -11.28928 3.19025 16.77199 0.0 2.6 -0.7 -0.534
O -6.14178 4.06757 16.41648 1.3 -0.4 -0.6 0.051
C -7.34952 5.76538 19.34335 -0.3 0.4 -0.8 -0.469
C -8.99153 -0.23802 12.68811 -1.2 -2.2 -1.0 -0.060
H -9.80626 -0.37021 11.97617 -0.1 1.2 -0.3 0.141
H -11.08118 6.95449 17.65696 -0.3 0.8 -0.5 0.072
H -6.31363 7.91199 21.19986 -0.9 0.3 -0.2 0.139
O -6.17005 5.36094 19.74970 1.1 -0.8 -0.7 0.078
C -12.18662 5.12452 15.61536 -0.6 -0.4 -1.1 -0.025
H -5.38466 4.37004 11.46469 -0.4 0.6 -0.1 0.131
C -10.93336 0.64361 19.12012 -2.0 -0.6 -0.4 -0.047
O -10.18016 3.67347 16.84910 -0.3 0.3 -0.6 0.085
H -13.16804 5.34998 15.19813 -0.2 0.4 0.7 0.097
H -10.46977 -0.30842 19.37864 0.1 0.0 -0.4 0.080
C -10.78376 1.06094 17.62969 2.9 -1.7 2.7 -0.231
O -11.62841 2.09031 17.34345 -2.8 0.3 -0.3 0.075
H -10.58394 1.35921 19.86435 0.2 0.4 -0.5 0.079
O -8.28366 8.53617 15.61181 0.4 1.1 -2.2 0.070
O -7.81207 5.42297 18.25646 0.1 1.4 3.2 0.101
H -11.59113 5.16726 14.70340 0.6 -0.8 0.2 0.089
C -6.84061 6.96578 21.32268 0.5 -2.2 -0.2 -0.101
C -5.01003 3.63867 16.58931 0.0 0.0 2.0 -0.504
H -7.19387 6.75145 22.33133 -0.5 0.8 -0.2 0.140
O -8.25618 4.22807 13.93731 -0.8 -0.7 -5.1 0.007
H -5.43353 1.34419 18.96854 0.5 -0.1 -0.6 0.106
O -7.32715 4.28128 11.87976 -0.7 -0.2 -1.7 0.060
H -5.90086 8.11006 14.91189 0.3 -0.4 0.3 0.090
C -2.66439 5.42818 14.44495 0.9 -0.8 -0.1 -0.058
O -12.40704 3.79011 16.16946 2.5 -0.3 0.9 0.003
H -11.76695 5.89710 16.25965 -0.4 -0.6 0.4 0.060
H -7.71955 9.20082 13.72885 -0.2 0.0 0.4 0.129
H -6.32693 2.82682 18.71963 0.1 0.2 0.1 0.082
H -10.54442 -1.08338 13.99910 0.0 -0.6 -0.1 0.173
O -8.99731 6.43872 15.85168 -0.4 1.1 1.0 0.042
H -3.66760 6.17794 16.23737 -0.2 0.1 -0.2 0.136
C -3.79397 5.42420 15.46019 -0.2 -0.6 -0.8 -0.172
H -9.53136 4.76491 10.04421 -0.5 0.4 0.4 0.093
H -10.95991 0.28151 16.88837 0.2 -0.2 0.4 0.131
H -1.67327 5.42486 14.89857 0.0 0.6 0.2 0.081
O -8.49335 1.90803 15.29880 0.0 -2.9 -2.2 0.102
O -8.93512 -0.29521 14.96199 -0.1 -0.4 -0.2 0.115
H -6.07241 7.37957 13.34692 -0.2 0.1 -0.2 0.085
H -6.68044 6.46552 14.71375 -0.1 0.3 0.2 0.047
Li -8.18550 4.45860 16.03863 -0.4 0.0 0.0 0.655
H -8.89828 3.24250 10.05770 0.3 -0.5 0.7 0.087
H -5.89576 5.01377 21.73052 0.0 0.1 0.0 0.140
O -8.80752 1.05736 13.21447 0.2 -0.1 -1.1 0.095
H -8.15286 -0.68815 12.15698 0.6 0.4 0.5 0.147
O -7.81568 6.61896 20.34905 -2.2 0.5 -2.0 0.043
O -9.42152 8.18536 17.34148 0.7 -0.7 -0.7 0.043
C -9.46360 -1.10071 13.85899 1.3 1.7 1.2 -0.259
H -4.88562 6.31476 21.02114 0.3 -0.7 -0.1 0.136
H -12.00841 0.53956 19.26694 -0.1 -0.2 0.5 0.075
F -8.93057 -2.33537 13.91246 -0.3 0.4 -0.1 0.103
H -8.52868 7.61896 13.62487 -0.9 0.3 0.7 0.124
H -9.89133 6.54938 18.66022 1.1 0.5 0.2 0.081
C -9.69013 3.81044 10.54607 1.8 0.5 -0.8 -0.023
C -8.91166 7.60056 16.24842 -0.5 -1.3 0.1 -0.574
H -10.66369 8.15293 18.91097 0.1 -0.1 -0.1 0.111
C -5.58942 2.70347 12.70288 -0.4 0.1 0.7 -0.027
C -6.02899 4.16666 12.32001 3.8 -2.1 0.7 -0.189
H -4.70461 5.55104 14.87474 -0.3 0.1 0.6 0.073
H -2.75826 6.18923 13.67027 0.0 0.5 0.5 0.083
C -7.87361 8.24536 14.23033 1.3 -0.9 0.2 -0.143
```
Forces are in eV/Å.

One molecule with the formula C5H8N2O in a non-equilibrium geometry. Source: the Open Molecules 2025 dataset; level of theory: ωB97M-V with the def2-TZVPD basis set.

As for the SMILES: [H]/N=C\N(C)C(=O)C=C. For the orbital gap, the calculation gives 0.364 Eh. The molar mass is 112.1 g/mol. For the LUMO energy, the calculation gives 0.760 eV. Its energy is -379.95879 a.u. The value obtained for the energy relative to the best compared isomer or geometry (same formula, charge and spin) is 339.72 kJ/mol. The value obtained for the highest occupied orbital energy is -0.33569 Eh. As for the net charge: 0.

```
16
Properties=species:S:1:pos:R:3:forces:R:3:nbo_charge:R:1
H -2.37704 -0.15141 -1.73283 0.6 0.3 0.2 0.176
H 0.11190 -0.80877 -2.11111 0.0 -0.1 0.1 0.209
C 0.03116 -1.14870 -1.07534 0.0 -0.3 -0.6 -0.416
H -2.63282 1.39600 0.71872 0.0 0.1 -0.5 0.398
H 1.00528 -1.53793 -0.78508 0.0 0.6 0.5 0.242
C -0.35717 0.32395 0.93390 6.6 0.3 1.7 0.730
C 2.50373 0.40033 0.55167 -0.4 -0.1 0.0 -0.432
N -0.51015 -0.05278 -0.30315 -5.9 0.9 -2.0 -0.488
O -0.97475 0.96343 1.74680 -0.5 -0.5 -0.5 -0.604
N -2.95319 1.10828 -0.21833 1.6 -1.2 -0.2 -0.592
H 2.46830 0.52011 -0.52468 -0.1 0.2 0.0 0.191
H 3.48752 0.47140 1.01810 -0.2 -0.1 -0.1 0.208
H 1.51061 0.00053 2.36204 0.1 0.2 -0.1 0.192
C -2.11223 0.37271 -0.80260 1.0 -0.3 0.8 0.274
C 1.42566 0.16395 1.28745 -2.6 0.0 0.8 -0.287
H -0.62681 -2.02111 -1.06553 -0.2 0.1 0.1 0.200
```
Forces are in eV/Å.

One molecule with the formula C10H17N3 in a non-equilibrium geometry. Source: the Open Molecules 2025 dataset; level of theory: ωB97M-V with the def2-TZVPD basis set.

The spin multiplicity is 3. For the orbital gap (alpha / beta), the calculation gives 0.327 / 0.316 Eh. The molar mass is 179.3 g/mol. For the LUMO energy (alpha / beta), the calculation gives 0.961 / -0.590 eV. Its energy is -555.28176 a.u. The value obtained for the energy relative to the best compared isomer or geometry (same formula, charge and spin) is 0.00 kJ/mol. Its expectation value of S² is 2.016. The value obtained for the highest occupied orbital energy (alpha / beta) is -0.29152 / -0.33794 Eh. As for the net charge: 0.

```
30
Properties=species:S:1:pos:R:3:forces:R:3:nbo_charge:R:1
C -2.69587 -1.30184 0.82373 1.8 0.9 -1.4 -0.596
H 3.41971 -0.16096 -0.58463 0.2 -2.6 1.5 0.204
N 0.00545 1.99772 -0.38366 -0.7 0.0 -0.4 -0.301
H -2.10533 -2.17634 0.74009 0.6 -1.1 -0.4 0.212
C 1.16937 2.62128 -0.31958 -1.3 -1.9 0.4 -0.010
C 1.52971 0.64219 0.63136 -0.1 2.1 -1.4 0.197
H -2.13870 2.16303 0.09416 -1.5 -2.3 0.6 0.255
H 1.36468 -1.34214 1.19446 0.1 0.1 0.9 0.252
H -2.77578 -1.15492 1.87290 -0.6 0.6 0.8 0.218
N 0.21095 0.77529 0.12479 1.8 -1.3 2.4 -0.032
H -3.74759 1.16338 0.43451 0.8 0.1 0.4 0.218
C -1.96282 -0.25941 -1.44206 -1.7 3.9 -1.8 -0.622
H 2.82198 -0.53187 1.91354 0.1 0.6 1.4 0.235
C 2.14618 1.83279 0.28256 0.7 -1.0 -0.1 -0.347
C -2.64467 1.19947 0.57755 2.0 1.4 -0.5 -0.648
H 1.76154 -1.39004 -1.67247 -0.9 0.4 -1.2 0.156
N -0.60961 -0.22360 0.48039 1.0 0.5 0.3 -0.149
H -3.56924 -1.43367 0.26379 -1.8 -0.4 -0.1 0.207
H -1.49091 0.75127 -2.00340 -1.4 -2.4 1.9 0.232
C 2.42199 -1.96228 -1.09442 0.0 0.1 1.4 -0.265
C 3.04736 -1.17193 -0.00823 1.6 1.8 -2.1 -0.447
C -1.95977 -0.15125 0.08514 -1.0 1.3 0.2 0.044
H 2.20911 -3.00412 -0.94423 0.1 -0.4 -0.1 0.165
H 3.21603 1.95000 0.14574 -0.2 0.3 0.7 0.231
H 1.14832 3.55763 -0.74265 0.6 2.0 -0.7 0.209
H 3.80873 -1.78167 0.49644 0.3 0.5 -0.4 0.210
H -3.04641 -0.31835 -1.77019 1.2 0.0 0.1 0.212
H -2.27520 1.31281 1.63283 -1.1 -0.2 -0.6 0.212
H -1.41538 -1.00720 -1.92783 0.8 -1.7 0.0 0.216
C 2.15618 -0.59529 1.09934 -1.4 -1.5 -1.7 -0.469
```
Forces are in eV/Å.

C5H5FNa2O4 as an isolated structure in a non-equilibrium geometry. Source: the Open Molecules 2025 dataset; level of theory: ωB97M-V with the def2-TZVPD basis set.

The spin multiplicity is 2. For the orbital gap (alpha / beta), the calculation gives 0.261 / 0.247 Eh. The molar mass is 194.1 g/mol. For the LUMO energy (alpha / beta), the calculation gives -3.558 / -3.958 eV. Its energy is -918.67260 a.u. Its expectation value of S² is 0.754. The value obtained for the highest occupied orbital energy (alpha / beta) is -0.39209 / -0.39208 Eh. As for the net charge: +1.

```
17
Properties=species:S:1:pos:R:3:forces:R:3:nbo_charge:R:1
Na 1.46050 2.22218 -0.89113 0.3 -0.1 0.2 0.970
H -1.64997 -1.08251 1.31278 0.6 1.2 0.0 0.221
H -1.79758 -2.29288 0.21196 -2.5 2.4 -0.6 0.262
F 3.23969 1.76373 0.62956 0.6 0.4 -1.1 -0.402
Na 0.54056 -0.85298 -1.94945 -1.8 -1.5 -1.8 0.969
H -4.14717 -0.18821 0.92598 0.3 0.1 -0.2 0.226
H 2.28016 -1.25509 0.72331 0.5 -0.8 -1.1 0.159
C -3.29142 -0.23047 0.26015 -1.0 -0.8 0.1 0.125
O 1.83964 0.00441 -0.96253 1.3 0.9 1.9 -1.021
C -1.63357 0.81130 -0.77572 1.3 -0.1 2.0 1.002
O -2.82485 0.98797 -0.21787 -0.5 0.4 -0.2 -0.435
H 4.19720 0.11931 1.42629 -0.4 0.2 0.0 0.183
C 2.55927 -0.41728 0.06308 1.0 1.9 1.0 0.070
O -1.35103 -0.50184 -0.75669 0.9 -0.4 0.1 -0.554
C 3.46688 0.39639 0.67050 -1.0 -1.1 0.8 0.053
O -0.77810 1.63419 -0.98442 -1.1 0.1 -1.0 -0.642
C -2.11021 -1.11823 0.31421 1.5 -2.8 -0.1 -0.186
```
Forces are in eV/Å.

C3H6O5Y as an isolated structure in a non-equilibrium geometry. Source: the Open Molecules 2025 dataset; level of theory: ωB97M-V with the def2-TZVPD basis set.

For the orbital gap (alpha / beta), the calculation gives 0.236 / 0.194 Eh. The molar mass is 211.0 g/mol. For the LUMO energy (alpha / beta), the calculation gives -6.047 / -6.071 eV. Its energy is -532.04963 a.u. The value obtained for the energy relative to the best compared isomer or geometry (same formula, charge and spin) is 0.00 kJ/mol. The value obtained for the highest occupied orbital energy (alpha / beta) is -0.45841 / -0.41662 Eh. As for the net charge: +1.

```
15
Properties=species:S:1:pos:R:3:forces:R:3:nbo_charge:R:1
C 0.25201 -0.19081 0.40714 0.1 1.1 0.7 -0.067
H -0.80520 -2.05168 0.47026 -0.2 0.5 0.1 0.193
Y 5.08939 0.80165 0.42096 -1.9 -0.9 -0.4 1.780
H -3.38688 0.73282 -0.51166 -3.5 3.4 -2.5 0.480
C -0.96286 -1.03770 0.04132 0.5 -1.6 -0.8 -0.157
O 2.70925 0.85621 0.67709 0.6 0.1 0.4 -0.833
O -2.11712 -0.45526 0.50409 0.4 0.1 -0.1 -0.226
C 2.59537 -0.27261 0.10471 0.1 1.0 -0.4 0.989
H 0.18613 0.80312 -0.05621 0.0 -0.3 0.1 0.209
O -4.15613 1.41450 -1.08195 3.3 -3.5 2.4 -0.962
H -0.95109 -1.17492 -1.06499 -0.2 0.4 0.4 0.203
O 3.63125 -0.81280 -0.39716 1.0 0.0 0.3 -0.817
O 1.44272 -0.85303 -0.07089 -0.3 -0.5 -0.1 -0.464
H -3.85274 2.31390 -0.93995 0.2 0.1 0.2 0.463
H 0.32591 -0.07339 1.49726 0.0 0.0 -0.3 0.209
```
Forces are in eV/Å.

A 2-piece molecular cluster, C5H8O2 overall. Source: the Open Molecules 2025 dataset; level of theory: ωB97M-V with the def2-TZVPD basis set.

As for the SMILES: O=C=CC/C=C/O.[H][H]. For the orbital gap, the calculation gives 0.351 Eh. The molar mass is 100.1 g/mol. For the LUMO energy, the calculation gives 0.782 eV. Its energy is -345.70294 a.u. The value obtained for the energy relative to the best compared isomer or geometry (same formula, charge and spin) is 267.84 kJ/mol. The value obtained for the highest occupied orbital energy is -0.32274 Eh. As for the net charge: 0.

```
15
Properties=species:S:1:pos:R:3:forces:R:3:nbo_charge:R:1
H -1.53379 -0.33590 -0.64004 0.1 -0.1 0.1 0.210
H 0.37614 0.21275 -2.16070 0.0 0.1 -0.1 0.006
H 0.53110 3.19022 1.02655 0.0 -0.1 0.1 0.481
C 0.06212 -1.76688 -0.42744 0.2 0.0 0.0 -0.556
C -0.98353 -0.83869 0.16766 -0.1 0.1 0.0 -0.412
O 0.44666 2.35864 1.50474 0.0 0.2 -0.1 -0.675
H -0.59140 1.83459 -0.23059 0.1 -0.1 0.2 0.166
O 2.48423 -1.39421 -0.00432 -0.9 -0.2 -0.2 -0.461
C -0.35221 0.18393 1.07193 0.1 0.3 -0.1 -0.312
H -1.72111 -1.43628 0.71978 0.1 0.1 -0.1 0.218
H 0.07751 -0.15473 2.01300 -0.1 0.0 -0.1 0.216
C 1.34664 -1.56931 -0.20812 0.5 0.0 0.1 0.723
H 0.26544 0.86954 -2.49433 0.0 0.0 0.0 -0.013
C -0.20111 1.45797 0.71645 -0.2 -0.5 -0.1 0.149
H -0.20668 -2.61164 -1.05456 0.1 0.1 0.1 0.260
```
Forces are in eV/Å.